(1)
# C20H20N4O4PtS2

C20H20N4O4PtS2 as an isolated structure in a non-equilibrium geometry (ωB97M-V with the def2-TZVPD basis set, OMol25).

Last column: Löwdin charge in e.
CARTESIAN COORDINATES (ANGSTROEM)
1 Pt 0.4523 -0.3698 -0.2703  0.9088
2 C -0.9326 3.5512 0.9456  -0.0235
3 C -0.5779 2.3514 0.1084  -0.2293
4 N -0.0283 1.3148 0.6692  -0.1609
5 N 0.1346 1.3783 2.0588  -0.0555
6 C 0.8008 0.4000 2.5545  -1.1035
7 S 1.4998 -0.8971 1.6743  0.5625
8 S 0.8935 0.3189 4.3320  0.8569
9 C -0.8376 -0.2238 4.6014  -0.4153
10 C -1.2536 -1.3501 3.6994  -0.3215
11 C -0.7604 -2.6383 3.8953  -0.0630
12 C -1.0859 -3.6581 3.0183  -0.0880
13 C -1.9054 -3.4012 1.9233  -0.1081
14 C -2.3989 -2.1220 1.7193  -0.0932
15 C -2.0754 -1.1035 2.6073  -0.0641
16 C -0.8875 2.4130 -1.3253  -0.1132
17 C -1.1497 3.6856 -1.8762  -0.0544
18 C -1.5133 3.8706 -3.1867  -0.0989
19 C -1.6614 2.7508 -4.0100  -0.0870
20 C -1.4182 1.4957 -3.5168  -0.0293
21 C -0.9935 1.2856 -2.1853  -0.3758
22 O -0.7645 0.0473 -1.8358  -0.2623
23 H -0.9212 3.3059 1.9994  0.0652
24 H -1.9076 3.9360 0.6552  0.0878
25 H -0.1963 4.3398 0.7750  0.0968
26 H -1.4849 0.6410 4.4674  0.0753
27 H -0.8637 -0.5238 5.6495  0.0779
28 H -0.1000 -2.8329 4.7324  0.1176
29 H -0.7003 -4.6559 3.1857  0.1018
30 H -2.1713 -4.2034 1.2447  0.0977
31 H -3.0390 -1.9104 0.8718  0.1049
32 H -2.4523 -0.1013 2.4402  0.1144
33 H -1.0436 4.5591 -1.2500  0.0980
34 H -1.6842 4.8667 -3.5710  0.0970
35 H -1.9565 2.8733 -5.0451  0.1030
36 H -1.5098 0.6177 -4.1430  0.1121
37 N 0.4511 -2.3268 -1.1785  -0.0920
38 C 1.6814 -3.1360 -1.1392  -0.1475
39 C 2.9070 -2.3617 -1.5989  -0.4472
40 O 3.8411 -2.9041 -2.1259  0.1189
41 N 2.8528 -0.9906 -1.2350  0.0042
42 C 3.8049 -0.2341 -1.5907  0.0031
43 C 3.0159 1.4045 -3.5845  -0.4429
44 O 4.0318 1.2430 -4.1212  0.2050
45 O 2.0055 1.6075 -3.0597  0.2191
46 H -0.3276 -2.8021 -0.7353  0.0898
47 H 0.1951 -2.1253 -2.1425  0.0975
48 H 1.6134 -4.0269 -1.7636  0.1277
49 H 1.8445 -3.4369 -0.1019  0.1224
50 H 4.6354 -0.6225 -2.1856  0.1038
51 H 3.9417 0.7009 -1.0503  0.1072

Cartesian forces (eV/Å) of the 2 atoms listed first:
-1.4944 -0.1494 0.7330
0.0083 -0.0178 0.0145

The molar mass comes out at 639.62 g/mol. The HOMO energy is -7.47 eV.



(2)
# C38H23F12N4O4PPdSb

C38H23F12N4O4PPdSb as an isolated structure (ωB97M-V with the def2-TZVPD basis set, OMol25).

Last column: Löwdin charge in e.
CARTESIAN COORDINATES (ANGSTROEM)
1 Pd 0.9987 -0.4174 0.4783  0.6663
2 O 3.8545 -1.7178 0.4726  0.0390
3 C 3.9859 -0.5141 0.3488  -0.4583
4 N 2.9763 0.4094 0.2171  0.0412
5 C 3.5009 1.6660 0.0737  -0.4552
6 O 2.9096 2.7145 -0.1049  0.0018
7 C 5.0114 1.5524 0.1509  -0.0890
8 C 6.0046 2.5044 0.0753  -0.0189
9 C 7.3259 2.0711 0.1824  -0.1019
10 C 7.6229 0.7225 0.3554  -0.1026
11 C 6.6057 -0.2293 0.4255  -0.0193
12 C 5.3059 0.2158 0.3216  -0.0926
13 H 5.7544 3.5496 -0.0597  0.1104
14 H 8.1367 2.7890 0.1319  0.0883
15 H 8.6590 0.4145 0.4368  0.0880
16 H 6.8182 -1.2830 0.5585  0.1101
17 F 1.2587 -0.8502 3.3169  -0.1867
18 P 0.4702 0.2350 4.2333  0.1497
19 F 1.2430 1.4403 3.4865  -0.1684
20 F 1.6203 0.1644 5.3567  -0.1603
21 F -0.7183 0.3174 3.1016  -0.2164
22 F -0.3398 -0.9676 4.9605  -0.1750
23 F -0.3510 1.3239 5.1206  -0.1776
24 N -1.2234 -10.4153 -1.5948  0.1354
25 C -1.1981 -9.3274 -1.2240  -0.1972
26 C -1.1661 -7.9724 -0.7576  -0.2453
27 C -2.3160 -7.3861 -0.2289  -0.0294
28 C -2.2913 -6.0811 0.2176  0.0004
29 C -1.1108 -5.3423 0.1575  -0.1715
30 C 0.0428 -5.9267 -0.3620  0.0155
31 C 0.0104 -7.2270 -0.8233  -0.0198
32 N -1.0816 -4.0205 0.6108  -0.0152
33 C -1.8870 -3.4507 1.5902  -0.0323
34 C -1.4977 -2.1560 1.6867  -0.0918
35 N -0.4966 -1.9120 0.7731  -0.0077
36 C -0.2533 -3.0339 0.1569  -0.1115
37 H -3.2326 -7.9591 -0.1856  0.1169
38 H -3.1920 -5.6168 0.5941  0.1126
39 H 0.9651 -5.3623 -0.3869  0.1245
40 H 0.9055 -7.6794 -1.2285  0.1207
41 H -2.6022 -4.0263 2.1488  0.1116
42 H -1.8366 -1.3832 2.3547  0.0975
43 H 0.4461 -3.1396 -0.6573  0.1209
44 F -1.9156 5.3082 -5.3117  0.0186
45 C -1.6084 4.6284 -4.1716  -0.2935
46 C -2.6401 4.1679 -3.3821  -0.0263
47 C -2.3163 3.4827 -2.2160  -0.1276
48 C -0.9902 3.2686 -1.8485  -0.3839
49 C 0.0200 3.7312 -2.6898  -0.1136
50 C -0.2827 4.4212 -3.8576  -0.0172
51 Sb -0.4278 2.2448 -0.0467  1.5819
52 C -2.1678 0.9583 -0.1060  -0.3797
53 C -2.3041 0.0784 -1.1805  -0.1193
54 C -3.3681 -0.8121 -1.2489  -0.0198
55 C -4.2891 -0.8129 -0.2229  -0.3008
56 F -5.3345 -1.6878 -0.2806  0.0151
57 C -4.1897 0.0318 0.8605  -0.0324
58 C -3.1190 0.9207 0.9103  -0.1174
59 C -1.3505 3.7220 1.2597  -0.3545
60 C -1.2688 3.5038 2.6367  -0.1217
61 C -1.7900 4.4141 3.5496  -0.0085
62 C -2.3757 5.5620 3.0655  -0.2955
63 F -2.8858 6.4699 3.9456  0.0172
64 C -2.4549 5.8380 1.7172  -0.0334
65 C -1.9346 4.9100 0.8205  -0.1143
66 H -3.6663 4.3413 -3.6804  0.1079
67 H -3.1138 3.1055 -1.5859  0.1018
68 H 1.0549 3.5295 -2.4408  0.0983
69 H 0.4911 4.7799 -4.5240  0.1111
70 H -1.5555 0.0784 -1.9684  0.0877
71 H -3.4799 -1.5018 -2.0765  0.1127
72 H -4.9301 -0.0107 1.6495  0.1104
73 H -3.0284 1.5822 1.7611  0.0906
74 H -0.7862 2.6148 3.0229  0.0599
75 H -1.7222 4.2315 4.6144  0.1166
76 H -2.9115 6.7607 1.3818  0.1058
77 H -1.9916 5.1278 -0.2386  0.0810
78 F 0.4808 -1.6527 -4.6752  0.1090
79 C 1.4899 -1.0076 -4.0382  -0.5400
80 F 2.4927 -1.8956 -3.9386  0.1228
81 F 1.9109 -0.0519 -4.8778  0.1248
82 C 0.9976 -0.4598 -2.6556  -0.6046
83 O 0.6049 0.7071 -2.6628  -0.0106
84 O 1.0181 -1.3208 -1.7514  -0.0656

Cartesian forces (eV/Å) of the 2 atoms listed first:
0.5002 0.2181 -0.2486
0.1418 -0.0157 0.0053

The molar mass comes out at 1086.76 g/mol. Its expectation value of S² is 0.75. The HOMO energy (alpha / beta) is -2.58 / -2.62 eV. The net charge is -2. Its spin multiplicity is 2. Its energy above the lowest of the compared OMol25 structures with the same formula, charge and spin is 9.3 kJ/mol.



(3)
# C7H14

A 2-piece molecular cluster, C7H14 overall in a non-equilibrium geometry (ωB97M-V with the def2-TZVPD basis set, OMol25).

Last column: Löwdin charge in e.
CARTESIAN COORDINATES (ANGSTROEM)
1 C -0.8390 2.0250 -0.4170  -0.0243
2 C -0.9446 2.0040 0.8979  -0.2569
3 C -0.1675 2.8743 1.8267  -0.1165
4 C -0.6960 -2.5578 -1.0117  -0.0664
5 C 0.5643 -1.5162 0.8365  0.0145
6 C 1.4471 -1.2676 -1.4593  -0.0655
7 C 0.4595 -1.7817 -0.4548  -0.4266
8 H -1.4155 1.3690 -1.0459  0.0444
9 H -0.1699 2.7035 -0.9201  0.0535
10 H 0.5018 3.5351 1.2818  0.0700
11 H -0.8460 3.4765 2.4317  0.0715
12 H 0.4201 2.2563 2.5062  0.0699
13 H -1.2774 -3.0121 -0.2122  0.0679
14 H -1.3514 -1.8922 -1.5767  0.0758
15 H -0.3548 -3.3397 -1.6858  0.0733
16 H 1.3702 -0.9254 1.2294  0.0547
17 H -1.6204 1.3070 1.3763  0.0900
18 H -0.1578 -1.8706 1.5518  0.0552
19 H 1.0692 -0.3494 -1.9112  0.0726
20 H 1.6058 -1.9937 -2.2547  0.0722
21 H 2.4023 -1.0441 -0.9890  0.0705

Cartesian forces (eV/Å) of the 2 atoms listed first:
-0.0632 -0.0700 -0.1731
0.0815 -0.0136 0.1909

The molar mass comes out at 98.19 g/mol. Its expectation value of S² is 2.01. The HOMO energy (alpha / beta) is -4.65 / -9.65 eV. Its spin multiplicity is 3. Its energy above the lowest of the compared OMol25 structures with the same formula, charge and spin is 0.0 kJ/mol.



(4)
# CHNO3

A 2-piece molecular cluster, CHNO3 overall in a non-equilibrium geometry (ωB97M-V with the def2-TZVPD basis set, OMol25).

Last column: Löwdin charge in e.
CARTESIAN COORDINATES (ANGSTROEM)
1 C 1.1040 0.4793 -0.0638  -0.5566
2 N -0.4059 -1.1939 -0.0641  0.0797
3 O 0.3513 1.3447 -0.0788  0.1610
4 O 2.0707 -0.1273 -0.0438  0.2017
5 O -1.5804 -0.7389 -0.0738  -0.0450
6 H -1.5398 0.2360 0.3244  0.1592

Cartesian forces (eV/Å) of the 2 atoms listed first:
1.1032 0.2163 0.1677
-0.4524 -0.6795 -0.2353

The molar mass comes out at 75.02 g/mol. The HOMO energy (alpha / beta) is -9.68 / -9.81 eV. Its energy above the lowest of the compared OMol25 structures with the same formula, charge and spin is 163.8 kJ/mol.



(5)
# C30H21MoN4O8S4

C30H21MoN4O8S4 as an isolated structure (ωB97M-V with the def2-TZVPD basis set, OMol25).

Last column: Löwdin charge in e.
CARTESIAN COORDINATES (ANGSTROEM)
1 Mo 0.5523 -1.1351 -0.1724  1.6480
2 C -3.2803 0.7164 -1.8076  -0.0119
3 C -2.3412 -0.1215 -0.9871  -0.2456
4 N -1.1734 -0.4526 -1.4490  -0.0828
5 N -0.9398 -0.1580 -2.7786  -0.0661
6 C -0.0212 -0.9027 -3.2905  -1.0979
7 S 0.9554 -2.0629 -2.5004  0.5972
8 S 0.2439 -0.7089 -5.0431  0.8871
9 C -1.4869 -0.6459 -5.6147  -0.4327
10 C -2.1903 -1.9662 -5.4896  -0.2900
11 C -2.8689 -2.3081 -4.3218  -0.0378
12 C -3.4806 -3.5457 -4.1957  -0.0759
13 C -3.4310 -4.4582 -5.2396  -0.1018
14 C -2.7640 -4.1251 -6.4091  -0.0943
15 C -2.1470 -2.8892 -6.5295  -0.0551
16 C -2.7789 -0.6304 0.3027  -0.1211
17 C -3.9251 -0.1275 0.9390  -0.0452
18 C -4.4328 -0.7055 2.0811  -0.1063
19 C -3.8156 -1.8445 2.6035  -0.0817
20 C -2.6999 -2.3731 1.9985  -0.0055
21 C -2.1372 -1.7682 0.8581  -0.3471
22 O -1.0377 -2.2824 0.3666  -0.2357
23 H -4.0912 0.1022 -2.2060  0.0925
24 H -2.7480 1.1823 -2.6286  0.0711
25 H -3.7265 1.4876 -1.1816  0.0732
26 H -1.4177 -0.3448 -6.6611  0.0704
27 H -2.0064 0.1399 -5.0704  0.0685
28 H -2.9018 -1.6026 -3.5018  0.0887
29 H -3.9869 -3.7988 -3.2730  0.1026
30 H -3.9045 -5.4266 -5.1392  0.0952
31 H -2.7176 -4.8323 -7.2281  0.0964
32 H -1.6135 -2.6394 -7.4397  0.1098
33 H -4.4290 0.7379 0.5311  0.0979
34 H -5.3089 -0.2863 2.5582  0.0916
35 H -4.2063 -2.3083 3.5009  0.1013
36 H -2.1834 -3.2325 2.4046  0.1260
37 O -1.7411 3.2203 3.5164  0.0756
38 C -1.1286 2.2618 2.7806  -0.2705
39 C -0.8445 1.0019 3.3063  0.0848
40 C -0.2436 0.0820 2.4756  -0.1459
41 N 0.0209 0.3919 1.2156  0.0254
42 C -0.1471 1.6147 0.7256  -0.1490
43 C -0.7430 2.5976 1.4811  0.0936
44 C 0.4748 1.7659 -0.6488  -0.5595
45 O 0.3964 2.8194 -1.2414  0.0964
46 O 1.1048 0.6949 -1.0331  -0.2014
47 C 0.3206 -1.2833 2.8446  -0.5828
48 O 0.1687 -1.7140 3.9736  0.0643
49 O 0.9902 -1.7966 1.8773  -0.1647
50 H -1.9525 2.8656 4.3870  0.1108
51 H -1.0498 0.7304 4.3344  0.1335
52 H -0.8747 3.5953 1.0890  0.1357
53 O 3.7570 0.6511 1.1090  -0.2878
54 S 3.9101 -0.2065 -0.0324  0.6412
55 O 4.0950 0.3983 -1.3159  -0.2701
56 N 2.7069 -1.3394 -0.0442  -0.3074
57 C 3.1390 -2.6068 0.0171  -0.8581
58 S 2.1447 -3.9213 -0.0722  0.6791
59 C 4.6164 -2.6726 0.1625  -0.2158
60 C 5.4225 -3.7971 0.2503  -0.0254
61 C 6.7895 -3.6140 0.3881  -0.0749
62 C 7.3448 -2.3370 0.4346  -0.0796
63 C 6.5405 -1.2099 0.3384  -0.0382
64 C 5.1818 -1.4119 0.2122  -0.2107
65 H 4.9721 -4.7798 0.2110  0.0992
66 H 7.4406 -4.4760 0.4606  0.0999
67 H 8.4160 -2.2242 0.5416  0.0996
68 H 6.9591 -0.2127 0.3618  0.1195

Cartesian forces (eV/Å) of the 2 atoms listed first:
0.0488 0.6723 0.1238
-0.0370 -0.0337 0.0079

The molar mass comes out at 789.73 g/mol. Its expectation value of S² is 2.01. The HOMO energy (alpha / beta) is -4.80 / -5.48 eV. The net charge is -1. Its spin multiplicity is 3. Its energy above the lowest of the compared OMol25 structures with the same formula, charge and spin is 99.3 kJ/mol.



(6)
# C5H13O2S

A 2-piece molecular cluster, C5H13O2S overall in a non-equilibrium geometry (ωB97M-V with the def2-TZVPD basis set, OMol25).

Last column: Löwdin charge in e.
CARTESIAN COORDINATES (ANGSTROEM)
1 C 0.2468 -1.2744 -1.1040  -0.4503
2 O 0.5860 -2.4100 -0.4533  -0.3179
3 C -1.1574 -0.6361 -0.6805  -0.2043
4 C -1.3112 0.7913 -1.1482  -0.3331
5 C -0.2244 1.7324 -0.7254  -0.4842
6 S -0.3337 2.0148 1.1240  0.7543
7 C 1.3327 1.4059 1.6308  -0.3910
8 H 0.0214 -1.6085 -2.1481  0.0817
9 H 1.0892 -0.5525 -1.2089  0.0798
10 H -1.1857 -0.7643 0.3840  0.0739
11 H -1.9257 -1.2874 -1.1599  0.1088
12 H -1.4946 0.8803 -2.2404  0.1071
13 H -2.2833 1.1348 -0.7366  0.0917
14 H -0.0809 2.7115 -1.2057  0.0641
15 H 0.7365 1.2640 -0.8486  0.0220
16 H 1.2402 0.4122 2.0774  0.0199
17 H 1.6980 2.2598 2.1985  0.0025
18 H 1.9970 1.2404 0.7882  0.0274
19 H -0.1900 -2.7201 2.3988  -0.0101
20 H 0.6393 -2.3219 1.0038  -0.0400
21 O 0.5999 -2.2723 2.0540  -0.2024

Cartesian forces (eV/Å) of the 2 atoms listed first:
-1.1208 -1.1968 -1.3341
0.1919 -0.0196 0.9547

The molar mass comes out at 137.22 g/mol. The HOMO energy is -3.19 eV. The net charge is -1. Its energy above the lowest of the compared OMol25 structures with the same formula, charge and spin is 50.1 kJ/mol.